24
Properties=species:S:1:pos:R:3:forces:R:3 method="wB97M-V/def2-TZVPD" e_tot_ev=-73560.0341 homo_lumo_gap_ev=6.02 relative_energy_kj_mol=143.70 total_charge=-1
Cl 0.5447 -0.2549 0.1383 -0.0062 0.0079 0.0104
C 0.1266 -5.8635 -1.7225 0.0403 1.4876 -0.6269
N -1.0336 -6.1720 -2.6091 -2.2268 -0.9461 -0.2581
O -1.0733 -5.6585 -3.7273 0.3246 -0.7061 1.4151
O -1.9479 -6.9005 -2.1557 1.9574 1.2452 -0.7243
H 0.5477 -4.9852 -2.2116 0.4353 -0.2648 0.0200
H 0.8452 -6.6821 -1.6827 -0.4384 -0.0147 0.1129
H -0.2383 -5.4740 -0.7720 -0.1012 -0.7277 0.0720
Cl 4.9824 4.6076 3.3552 -0.4302 0.2802 0.0787
C 4.0306 3.1042 3.3433 0.3721 -0.8027 0.0949
C 4.8761 1.9841 3.9222 -0.9252 -1.0527 -0.3794
Cl 5.3850 2.1385 5.6109 0.4059 0.6294 0.2932
H 3.7923 2.8722 2.3053 0.2101 -0.0540 0.0040
H 3.0684 3.1119 3.8555 0.2303 0.8287 0.2706
H 5.7132 1.7192 3.2764 0.0937 0.2206 0.2991
H 4.2270 1.1158 4.0362 -0.0134 -0.0907 -0.7108
Cl -5.0467 4.4654 -0.9388 -0.0051 -0.4463 -0.3941
C -3.8884 3.1652 -1.4382 0.6338 0.3573 0.8488
C -4.4448 1.9752 -2.1687 0.2091 -0.5437 0.1149
Cl -5.1485 2.5350 -3.6670 -0.6756 0.2301 -1.0909
H -3.3843 2.9403 -0.4983 -0.0798 -0.5197 -0.1805
H -3.1338 3.6227 -2.0780 -0.2377 0.1630 -0.0052
H -5.1703 1.3128 -1.6965 -0.0296 0.5495 0.4393
H -3.6295 1.3207 -2.4769 0.2567 0.1695 0.2964



70
Properties=species:S:1:pos:R:3:forces:R:3 method="wB97M-V/def2-TZVPD" e_tot_ev=-61055.1550 homo_lumo_gap_ev=4.72 total_charge=-1
C 6.0418 -0.0066 -4.3326 -0.6471 -0.5753 0.0974
C 4.6233 -0.2791 -3.6444 0.4127 0.8436 -0.8509
F 4.5882 -1.5769 -3.0149 0.3475 0.4094 -0.2950
B 3.4097 -0.0862 -4.7738 0.8653 0.2813 0.9660
S 2.2123 1.2502 -4.0443 -0.4517 1.0811 0.5293
H 6.3617 1.0184 -4.0252 0.1421 -0.8702 -0.2152
H 6.7862 -0.8067 -4.0793 -0.4378 0.8815 0.1749
H 5.9471 -0.0172 -5.4519 0.0032 0.0261 1.0354
H 4.4795 0.4598 -2.8095 0.3286 -0.9071 -0.5432
H 3.8271 0.3973 -5.7908 0.2049 -0.0899 -0.3705
H 2.8087 -1.1069 -4.9422 -0.3627 -0.2081 -0.0409
H 3.0907 2.2727 -3.7111 -0.5390 -0.8954 -0.3609
O 4.2062 0.8422 -0.1124 -2.7232 2.2803 -2.2644
P 3.0285 1.2491 0.7771 4.3394 -3.9001 5.5610
N 4.0207 2.1614 1.8816 0.2046 1.0513 0.1529
C 3.7613 2.4303 3.2864 -0.4416 0.0343 0.1080
C 4.6686 3.3356 1.2968 0.2650 -0.2809 -0.5329
N 2.8048 -0.3557 1.4058 -0.3664 -0.7320 -0.0962
C 3.0017 -0.7056 2.7992 -0.5644 0.3805 0.1883
C 3.3064 -1.4588 0.5808 0.0488 0.2545 -0.4682
N 1.5587 1.7633 1.6290 -1.1333 0.4427 -3.0629
C 0.3704 0.9022 1.4187 -0.2879 -0.5124 0.1775
C 1.1292 3.1077 1.1678 0.2971 0.5450 0.2851
H 2.9459 3.1478 3.4483 -0.0525 0.0635 0.0774
H 4.6553 2.8481 3.7614 0.0697 0.0536 -0.3010
H 3.5420 1.5363 3.8604 -0.2018 -0.0951 -0.1927
H 3.9815 4.1881 1.2134 0.0586 0.1634 0.1101
H 5.0464 3.1195 0.2955 -0.1463 -0.1375 0.0580
H 5.5293 3.6503 1.8912 -0.0636 -0.0705 0.1404
H 4.0492 -0.5957 3.1069 0.0351 0.0088 0.0961
H 2.7034 -1.7425 2.9837 0.0855 -0.0219 -0.2375
H 2.3593 -0.1174 3.4573 0.1211 0.1994 0.0057
H 4.3916 -1.5747 0.6781 0.0175 -0.0291 -0.1264
H 3.0654 -1.3041 -0.4713 0.2359 0.0513 0.0777
H 2.8356 -2.4035 0.8691 -0.1193 0.1338 0.2571
H 0.1767 0.7417 0.3542 -0.1533 -0.0072 0.0505
H -0.5181 1.3533 1.8708 0.1808 0.3403 -0.1094
H 0.4641 -0.0681 1.8997 0.3294 0.0549 -0.1360
H 0.9542 3.1236 0.0880 -0.1723 0.0694 0.0511
H 1.8740 3.8699 1.4006 0.1695 -0.1473 -0.0201
H 0.2130 3.4193 1.6733 0.0251 -0.1971 0.0181
O -3.6208 -2.4438 1.8556 -1.2919 -3.4899 -1.9997
P -4.3937 -2.0368 0.5939 1.8415 7.6506 2.0668
N -3.0798 -1.1527 -0.1196 0.4300 -0.4385 -0.4385
C -3.1660 -0.0497 -1.0661 -0.3886 0.0714 -0.3393
C -1.9044 -1.9611 -0.4581 0.2038 -0.3843 0.5368
N -5.4458 -0.9404 1.4431 -0.6208 -0.0022 0.5178
C -5.4779 0.4901 1.1985 -0.2635 -0.0181 -0.6272
C -5.6041 -1.1596 2.8808 0.2059 -0.3942 -0.0112
N -5.3916 -1.8229 -0.8597 -0.7261 -3.2595 0.6265
C -6.8530 -1.9863 -0.6633 -0.4313 0.3407 0.1322
C -5.0391 -2.8317 -1.8919 0.5802 0.1867 -0.4311
H -3.4813 -0.3620 -2.0692 0.0188 0.0275 -0.0727
H -2.1891 0.4312 -1.1733 0.0775 -0.3071 0.1084
H -3.8258 0.7465 -0.7382 -0.2221 -0.1769 0.0818
H -2.0398 -2.5123 -1.3965 0.1326 0.0928 -0.1289
H -1.6863 -2.6932 0.3220 -0.1901 0.0823 0.0244
H -1.0113 -1.3420 -0.5553 -0.1140 0.1205 -0.0614
H -4.5366 0.9763 1.4803 0.0256 0.0784 -0.0483
H -6.2849 0.9623 1.7679 0.0617 -0.1889 0.1579
H -5.7128 0.7154 0.1575 0.2256 -0.0518 -0.0949
H -4.7492 -0.7704 3.4455 -0.0012 -0.0860 0.1012
H -5.7174 -2.2206 3.1049 0.1829 0.1093 0.0037
H -6.5085 -0.6686 3.2511 -0.0231 0.1504 -0.2482
H -7.0902 -2.9306 -0.1651 -0.1384 0.0063 -0.0905
H -7.3725 -1.9612 -1.6254 0.3306 -0.1703 -0.1134
H -7.2892 -1.1751 -0.0857 0.3059 -0.0630 0.1620
H -5.1591 -3.8510 -1.5135 -0.1198 -0.0286 -0.1636
H -4.0095 -2.7166 -2.2316 0.0576 0.0786 0.1997
H -5.6623 -2.7152 -2.7800 -0.0723 0.0905 0.1560



82
Properties=species:S:1:pos:R:3:forces:R:3 method="wB97M-V/def2-TZVPD" e_tot_ev=-65525.1462 homo_lumo_gap_ev=6.73 relative_energy_kj_mol=0.00 total_charge=+2
Hf 2.8939 -1.4817 -3.3686 -1.8339 -4.8108 -2.4813
C 4.8223 0.1050 -3.4500 1.8325 1.6516 -0.9980
C 3.7201 1.2029 -3.5898 0.9320 1.1483 -0.0278
C 3.2786 1.6022 -4.9878 -0.1632 0.5056 -0.3987
C 2.7573 0.5194 -5.9365 -0.1739 0.2682 -0.6354
C 2.3312 -0.7861 -5.3139 -0.5578 0.8502 -0.6198
C 3.1806 -1.9848 -5.3891 -1.2699 -0.7860 -0.0924
C 4.6838 -1.9560 -5.2788 0.4265 0.0119 -0.6501
C 5.3701 -0.7289 -4.6430 0.9006 -0.1996 0.0187
C 2.0283 -2.8815 -1.8967 -0.6591 -0.3144 0.4476
H 5.7482 0.6166 -3.1279 -0.3847 -0.2230 -0.2918
H 4.1276 2.1497 -3.1676 -0.0755 -0.6138 -0.0735
H 4.1549 2.0781 -5.4723 -0.3066 -0.0957 0.4692
H 2.5410 2.4140 -4.9255 0.1391 -0.0693 0.1872
H 1.9121 0.9403 -6.5009 0.1866 -0.0906 0.1756
H 3.5081 0.3276 -6.7125 -0.0226 -0.0334 0.1665
H 1.2682 -0.9562 -5.4761 -0.0105 -0.5066 -0.3755
H 2.7965 -2.8516 -5.9226 -0.0048 0.0190 0.1480
H 5.0708 -2.0618 -6.3109 0.2235 0.1447 0.4913
H 5.0817 -2.8611 -4.7802 -0.3407 0.0856 0.0375
H 6.3250 -1.0978 -4.2399 -0.1553 0.0323 -0.2987
H 5.6699 -0.0090 -5.4203 -0.3863 -0.0502 0.3470
H 2.5972 -2.8730 -0.9448 -0.1547 -0.0101 -0.2493
H 2.1414 -3.9189 -2.2833 -0.1611 0.4168 0.0638
H 0.9684 -2.7398 -1.6017 0.4223 -0.2801 -0.2110
P -0.7047 0.6867 -2.3741 -1.4286 -1.2561 -2.3935
P 1.4937 2.4043 -0.5510 2.9209 0.3850 -1.6599
N -0.9229 -0.1817 -3.9228 0.5922 -0.0136 0.0671
N -2.3820 1.0454 -2.1524 0.1957 0.1422 0.5137
N 2.8546 1.4179 -1.1345 -1.4187 0.4356 -0.7892
N 2.2131 3.7910 0.1983 -0.6606 -0.8472 -0.2873
C 0.0257 2.1781 -3.1260 0.0102 0.6821 0.1115
C 0.8412 3.0415 -2.1161 -0.8491 0.5190 -0.6664
C -1.0333 -1.5700 -4.0387 -0.2592 0.3316 -0.7330
C -1.5010 -1.8774 -5.3078 0.2567 0.4559 0.8239
C -1.6800 -0.6450 -6.0119 0.3685 0.4255 0.9869
C -1.3110 0.3736 -5.1475 -0.0695 -0.8363 0.0194
C -3.2578 0.0258 -1.7383 -0.1948 1.1023 -0.0229
C -4.5360 0.5421 -1.7405 0.9506 -0.0845 -0.1181
C -4.4598 1.9082 -2.1652 1.1398 -0.2002 -0.1211
C -3.1280 2.1927 -2.4225 -0.6970 -0.5597 0.3322
C 3.9930 1.1674 -0.3945 1.2765 -0.6323 0.3631
C 4.8235 0.2313 -0.8903 -0.7941 0.5261 -0.2845
C 4.2457 -0.3824 -2.1321 -0.5114 0.3138 3.1926
C 2.9078 0.5966 -2.4177 0.4707 2.3491 2.5659
C 3.4552 4.4006 -0.0302 0.2877 0.7140 0.5278
C 3.6410 5.3909 0.9216 -0.6546 -0.9276 -0.5601
C 2.4721 5.4104 1.7581 -0.5835 -0.8238 -0.6206
C 1.6018 4.4462 1.2848 0.6555 0.4227 0.3883
H -0.7903 2.7802 -3.5710 0.6459 -0.1128 0.1707
H 0.6826 1.8694 -3.9648 -0.4418 -0.0834 0.5456
H 1.6959 3.4857 -2.6566 -0.1743 0.0095 0.4821
H 0.1919 3.8740 -1.7975 0.3127 -0.0641 0.0335
H -0.7690 -2.1910 -3.1996 -0.1268 -0.1646 0.0219
H -1.7241 -2.8661 -5.6768 0.0950 0.0287 0.0195
H -2.0620 -0.5162 -7.0155 0.1402 -0.0163 0.1256
H -1.2782 1.4376 -5.2969 -0.1805 0.0403 -0.0918
H -2.8532 -0.9428 -1.4899 -0.2011 -0.0659 -0.0209
H -5.4191 -0.0130 -1.4796 -0.1032 0.0343 0.0115
H -5.2863 2.5870 -2.2782 -0.0099 0.0685 -0.0129
H -2.6315 3.0891 -2.7612 -0.2672 0.0129 0.0343
H 4.1649 1.7317 0.5164 0.0042 0.0387 -0.1843
H 5.8273 -0.0120 -0.5800 -0.1147 -0.0575 0.3511
H 4.0819 -1.5416 -1.8948 1.1366 1.5693 0.5208
H 1.8401 0.2974 -2.6159 0.4976 -0.3617 -0.0966
H 4.0657 4.1059 -0.8725 -0.0086 -0.0164 0.1837
H 4.4912 6.0554 1.0239 -0.1162 -0.2444 -0.1613
H 2.2944 6.0585 2.6085 -0.0196 -0.0966 -0.2552
H 0.5955 4.1702 1.5791 0.2629 0.0787 0.1362
C -1.1968 1.7136 1.2913 0.2145 0.1782 0.0482
Si 0.5153 1.0477 0.9421 -1.0049 -1.4388 1.3788
C 1.8160 1.1126 2.2975 0.0565 0.3230 -0.0579
C 0.3906 -0.7813 0.4596 0.0437 0.2523 -0.3254
H -1.2848 2.8035 1.2158 -0.0436 -0.1761 0.0951
H -1.4414 1.4224 2.3203 -0.0617 0.0870 -0.1185
H -1.9453 1.2643 0.6271 0.1608 0.0560 0.0578
H 1.3919 0.6054 3.1735 0.0460 0.0285 -0.1406
H 2.7233 0.5652 2.0057 -0.2787 0.0288 0.0575
H 2.1129 2.1190 2.6097 -0.0857 -0.1290 -0.0207
H 0.2344 -1.3317 1.3990 0.1432 0.1955 -0.0636
H -0.4616 -0.9995 -0.1950 0.2141 0.1475 0.2692
H 1.2869 -1.1915 -0.0240 -0.1416 0.1757 0.2219



36
Properties=species:S:1:pos:R:3:forces:R:3 method="wB97M-V/def2-TZVPD" smiles=O.O.O.O.O.O.O.O.O.O.O.O e_tot_ev=-24957.3508 homo_lumo_gap_ev=9.59 relative_energy_kj_mol=419.09 total_charge=0
O -0.8630 0.7280 -0.6116 -2.1457 0.4188 1.9292
H -1.0367 1.0105 0.3410 0.6406 -0.6669 -2.1358
H 0.0466 0.7203 -0.8337 1.5070 0.2391 0.1107
O -2.0113 4.8803 -1.3812 -1.9656 0.8607 0.6608
H -2.1236 5.4799 -2.1357 0.3502 -0.2846 0.0724
H -2.8639 5.0766 -0.8858 1.6086 -0.5669 -0.6984
O 1.7531 1.2268 1.5841 -1.6498 -0.7118 -1.5591
H 1.8379 1.7135 2.4012 -0.4719 0.3700 0.2173
H 0.8291 1.2885 1.1678 2.1869 0.1279 1.4491
O -5.8649 -0.1191 0.6773 0.5077 1.5861 0.1647
H -5.3637 -0.4481 -0.0587 0.2565 -1.1230 -0.6938
H -5.4519 0.7723 0.6861 -0.7181 -0.5313 0.5342
O -3.2125 -2.7258 -0.7208 0.9676 -2.2290 0.9451
H -3.0275 -3.4820 -0.0716 -0.5995 1.7595 -1.1519
H -2.6094 -2.9674 -1.4526 -0.4606 0.6516 0.2834
O -2.5153 -2.0256 3.1110 3.4210 0.1647 1.3057
H -3.1032 -2.0605 3.8513 -1.0978 -0.0489 0.5309
H -1.6242 -1.9889 3.6427 -2.3058 -0.1218 -1.8324
O 3.9533 -0.6808 -2.3209 3.0634 -1.2976 -2.0447
H 4.1532 -0.2366 -1.5182 0.0988 0.6434 1.5742
H 4.8708 -1.1168 -2.5074 -2.6062 1.1072 0.3367
O -1.6836 -1.5525 -3.0412 -0.1018 2.4128 1.0836
H -1.1668 -0.7075 -3.0482 -1.0788 -0.6781 0.4698
H -1.1248 -2.0485 -3.5804 1.2189 -1.8340 -1.6059
O 1.5456 4.1141 0.4802 -0.2550 -0.5576 0.3206
H 1.2588 4.9925 0.7297 -0.1221 0.2895 -0.0248
H 0.9116 3.5191 0.9164 0.4125 0.4277 -0.3509
O 2.9755 -1.1214 3.0917 -2.8346 0.0424 -0.6087
H 2.0485 -0.9218 2.7373 1.9628 0.4282 0.3324
H 2.7298 -1.9747 3.4581 0.7227 -0.4652 0.4433
O 4.1987 -0.6913 0.5225 -1.0165 2.6539 1.1358
H 3.7257 0.0817 1.0216 1.3126 -2.1658 -1.2726
H 3.5423 -1.3863 0.5597 -0.1172 -0.3074 -0.0025
O 2.0925 -2.3730 -2.1678 -0.1103 0.1778 0.9750
H 1.2901 -2.0421 -1.7408 0.0217 -0.4251 -0.5027
H 1.8829 -2.9335 -2.9029 -0.6022 -0.3463 -0.3906